Record 1
{
  "formula": "C40H35Cl5IIrN3OPS",
  "method": "ωB97M-V/def2-TZVPD",
  "e_above_lowest_kcal_mol": 0.0,
  "multiplicity": 6,
  "lumo_energy_ev": [-8.53, -11.17],
  "homo_lumo_gap_ev": [5.48, 4.35],
  "homo_ev": [-14.005, -15.513],
  "s2": 8.831,
  "total_charge": 3,
  "total_energy_ev": -142214.9558,
  "elements": ["C", "H", "C", "H", "C", "C", "C", "Ir", "P", "H", "H", "C", "C", "H", "H", "C", "N", "H", "H", "C", "C", "H", "N", "H", "H", "C", "H", "C", "H", "C", "C", "H", "H", "H", "C", "C", "C", "H", "H", "C", "Cl", "H", "H", "C", "I", "H", "C", "Cl", "C", "C", "H", "C", "Cl", "C", "N", "H", "H", "C", "C", "C", "H", "O", "H", "C", "Cl", "H", "C", "C", "H", "C", "C", "C", "H", "C", "C", "H", "C", "S", "H", "C", "H", "H", "Cl", "C", "C", "H", "C", "H"],
  "positions_angstrom": [[1.6644, -0.1349, -2.6138], [4.8005, 0.3522, 3.5402], [4.0956, 0.3173, -3.9487], [-1.9986, -5.5531, -1.2152], [-1.8365, 1.0761, 2.5686], [2.6478, -1.1544, -2.7060], [1.7930, -2.6023, 2.0615], [0.5050, -0.0114, 0.4816], [0.0813, -0.3102, -1.8034], [-5.6848, 2.9438, -3.2701], [1.0218, -3.0759, -2.8834], [-1.9903, 2.3207, 4.8123], [-1.4916, -0.4017, -5.4491], [-1.1655, -0.9559, -6.3129], [-3.5842, -0.5864, 3.6710], [-2.9382, 1.1884, -4.3296], [3.5450, 0.9570, 1.9121], [-4.8147, 1.8589, -5.3241], [-3.2770, 0.4333, -6.3344], [-2.3374, -3.4161, -1.0304], [-3.2017, 1.6722, 2.3718], [2.5136, -2.1031, -2.2639], [-0.8137, -1.0516, 1.8499], [0.5437, -2.8009, 0.3076], [-1.1871, 1.5023, 1.7879], [-1.2892, 1.5509, 3.8974], [3.0664, -3.2247, 0.4127], [-3.8387, 2.7847, -2.2291], [3.3855, 0.1961, 1.2600], [-2.7867, -2.5243, 3.1294], [-2.1101, 1.2671, -3.1503], [3.8574, -2.1852, 1.5761], [3.9632, 2.3367, 4.4475], [-2.3354, -1.3177, -0.7983], [-0.5464, -2.0189, -1.8115], [-0.4099, -4.3952, -2.0108], [0.4953, -3.0741, 1.3707], [5.0215, 0.4843, -4.4862], [-3.3381, -3.5186, -0.6151], [3.8341, -0.9092, -3.3806], [-1.1282, 2.9502, 6.1583], [1.1960, 1.8981, -3.0578], [2.0866, 4.1484, 3.9912], [-0.7431, -0.4430, -4.3016], [-1.1390, 3.2347, -0.9875], [0.3729, -4.1916, 1.3886], [-3.9418, 2.3540, 3.3072], [-4.1338, 3.5962, 5.7306], [4.7250, 1.1510, 2.7914], [-1.7981, -2.1669, -1.2102], [3.4430, 2.3378, -4.1563], [-1.7275, -3.1691, 2.5428], [-5.4784, 2.9690, 2.9118], [-0.7337, -2.4177, 1.9350], [3.2828, 2.9992, 2.6469], [1.6262, -1.6784, 2.6294], [-4.1587, 3.4496, -1.4442], [1.9525, 1.1040, -3.1499], [-2.8273, -1.1485, 3.1509], [-1.8478, -0.4391, 2.4921], [5.6410, 1.2060, 2.1918], [2.5676, -1.1959, 0.2550], [0.1332, -1.0959, -4.2804], [0.1241, -3.1512, -2.2889], [0.3736, 1.1838, 4.2042], [5.2132, 3.2025, 3.5001], [2.5441, 4.1922, 3.0195], [-2.5004, 2.2860, -2.2437], [-1.6559, -4.2555, 2.5310], [-2.6076, 0.3896, -5.4439], [-4.1949, 1.8788, -4.4252], [4.3936, 2.4789, 3.4702], [2.1867, -3.3574, 2.7540], [2.9090, -2.3553, 1.0591], [-3.3511, 2.6820, 4.5711], [3.2236, 5.0383, 2.9959], [-1.6209, -4.5487, -1.3991], [1.4684, 2.1940, 0.8140], [1.7833, 4.3775, 2.2620], [3.1682, 1.3667, -3.7998], [4.5664, -1.6931, -3.4796], [-3.6073, -3.0351, 3.6123], [-3.8742, 1.2690, 0.8400], [2.8211, 2.0386, 1.8773], [-4.6766, 2.5417, -3.3149], [0.1537, -5.2594, -2.3547], [-1.0238, 0.3791, -3.1633], [2.9548, -1.2113, -0.6244]]
}

Record 2
{
  "formula": "C40H36BBrIN13O2S4Sr",
  "method": "ωB97M-V/def2-TZVPD",
  "e_above_lowest_kcal_mol": 34.0,
  "lumo_energy_ev": 3.50,
  "homo_lumo_gap_ev": 5.81,
  "homo_ev": -2.309,
  "total_charge": -2,
  "total_energy_ev": -188532.5817,
  "elements": ["H", "H", "H", "N", "C", "C", "C", "H", "C", "H", "N", "C", "C", "Br", "H", "N", "N", "C", "N", "N", "C", "C", "C", "C", "C", "C", "S", "C", "C", "S", "O", "H", "H", "H", "C", "C", "H", "H", "C", "H", "H", "C", "H", "C", "H", "Sr", "N", "C", "H", "H", "H", "C", "C", "C", "C", "C", "H", "H", "C", "C", "H", "N", "C", "B", "O", "C", "C", "H", "S", "C", "C", "H", "C", "H", "H", "H", "N", "H", "H", "C", "H", "N", "S", "H", "H", "C", "H", "C", "C", "H", "H", "H", "C", "I", "H", "N", "C", "N", "N"],
  "positions_angstrom": [[-1.4786, 4.3890, 1.0118], [-5.7796, 0.5754, 0.3834], [5.2613, 2.9693, -0.4204], [4.0713, 2.0241, -2.7728], [-9.5730, -3.2380, -1.5607], [2.7668, 1.7577, -2.9947], [2.6218, 1.4912, 0.7716], [-9.8077, -4.2376, -1.2017], [4.2306, 3.3965, -2.7602], [0.4805, 2.7626, -4.3653], [3.8487, 4.7134, 0.3176], [-2.9460, 2.0308, -0.9409], [5.2990, -0.2604, -0.1582], [-0.0012, 0.6531, 7.0024], [-6.8932, -1.5888, 0.7993], [-5.2024, 2.6157, -1.5254], [2.7805, 2.6844, 1.2133], [3.1309, 1.0182, 4.2744], [5.3144, 0.8696, -0.9044], [2.1224, 2.9517, -3.0784], [-6.9246, 1.0150, -1.3840], [3.3673, -4.1001, -3.6505], [-3.1313, -0.3917, -2.3434], [0.9344, -4.4472, -0.2493], [-8.5582, -0.6630, -1.9897], [3.0324, 3.9786, -2.9471], [-1.6416, -1.6788, 1.5734], [4.1858, 1.3923, 5.0889], [-1.8537, 1.1413, -0.9402], [-1.0024, -3.5443, 3.9345], [-8.7113, -2.6646, -0.6067], [3.3413, -6.2468, -3.7313], [3.2760, 0.9119, 3.2067], [4.8129, 1.8142, 7.1035], [1.6852, 0.9334, 6.1713], [3.9927, 1.5292, 6.4566], [3.9318, -0.7794, 2.5285], [2.7356, 5.0110, -2.9407], [1.8612, 0.7781, 4.8021], [5.1445, 0.0004, -3.0225], [-3.2064, -3.0739, 4.7751], [2.9942, -5.3564, -3.2206], [3.1704, -1.9926, -3.2627], [-1.9258, -0.1249, -1.6598], [5.1959, 3.8424, -2.6061], [1.0292, -1.0751, -0.7010], [2.0935, -3.0835, -1.8952], [-2.3052, -2.4901, 4.5917], [2.5691, 1.4029, 8.0620], [4.0289, -3.9576, -4.4930], [-9.0920, -3.3107, -2.5407], [5.2684, 1.9584, -0.0528], [1.7472, -4.3097, -1.4669], [-7.9433, 0.5717, -2.2038], [2.7390, 1.3007, 6.9988], [-6.5601, 0.2301, -0.2821], [-8.2516, 1.1924, -3.0365], [5.3140, -1.7432, 1.9774], [0.7087, 3.0992, -3.3533], [-8.1688, -1.4422, -0.9132], [0.3408, 2.6945, 0.9182], [-6.4226, 2.3475, -1.5638], [5.1890, 1.5142, 1.2137], [5.2739, 1.0526, -2.4663], [-0.9467, -0.9225, -1.6500], [-7.1779, -0.9769, -0.0466], [-4.1725, 1.6650, -1.5794], [0.4436, 4.1485, -3.2383], [1.9635, 0.2729, -3.2671], [-0.7893, -2.9978, 2.2402], [3.3637, 3.7206, 0.6777], [-5.1165, 0.1982, -2.8143], [-4.2175, 0.4589, -2.2717], [1.8701, -6.4300, -1.7250], [-2.5094, -1.7142, 3.8520], [-3.1839, -1.3085, -2.9160], [0.6218, -3.4580, 0.4935], [0.6422, -5.4564, 0.0418], [-3.6109, 3.9422, -0.2007], [2.8986, -2.9923, -2.9531], [5.1592, 1.5803, 4.6532], [2.4015, 0.3592, 0.5760], [5.4605, -1.8804, -0.6471], [0.1293, 2.4940, -2.6600], [5.5695, -0.4023, 3.1283], [4.9926, -0.7456, 2.2683], [5.0995, 2.0484, 2.1432], [-1.6220, 3.4802, 0.4417], [-0.5911, 2.5215, 0.3924], [6.2718, 1.6685, -2.8014], [-1.9551, -2.0315, 5.5152], [-10.5023, -2.6683, -1.6631], [2.1752, -5.4646, -2.1083], [0.3740, 0.1103, 3.4850], [-9.3331, -0.9904, -2.6679], [5.2134, 0.1368, 1.1489], [-2.7907, 3.2370, -0.2186], [-0.6924, 1.4014, -0.2797], [0.0506, -3.8184, 1.6812]]
}

Record 3
{
  "formula": "C40H36BrN7O4RbS2",
  "method": "ωB97M-V/def2-TZVPD",
  "e_above_lowest_kcal_mol": 0.0,
  "lumo_energy_ev": 2.01,
  "homo_lumo_gap_ev": 7.15,
  "homo_ev": -5.137,
  "total_charge": -1,
  "total_energy_ev": -153055.4992,
  "elements": ["C", "C", "H", "C", "H", "C", "H", "Rb", "C", "H", "C", "C", "C", "C", "N", "C", "H", "H", "C", "H", "O", "H", "H", "C", "N", "C", "H", "C", "Br", "S", "C", "H", "C", "H", "C", "N", "H", "C", "H", "H", "H", "N", "N", "C", "H", "O", "H", "C", "C", "C", "H", "N", "C", "C", "H", "C", "C", "C", "H", "C", "H", "H", "C", "H", "N", "H", "C", "C", "H", "H", "H", "H", "H", "H", "H", "O", "C", "C", "H", "C", "C", "H", "C", "C", "C", "S", "O", "C", "H", "H", "C"],
  "positions_angstrom": [[1.7711, -1.9040, -2.8949], [-2.1762, 3.8559, 5.2946], [-5.2763, 5.9953, -1.4933], [2.5257, -2.5844, 0.6831], [-0.8935, 4.8268, 1.3119], [2.0690, -2.3148, 3.4132], [10.7491, -5.6889, -3.6315], [0.0220, -0.3280, -0.9373], [1.6764, -1.3373, 2.5171], [-4.7818, -2.5550, 2.0979], [1.1975, -0.9957, 5.2340], [-3.1851, 0.3805, -5.3785], [-3.2376, -1.2073, -0.2532], [-2.2513, 1.5135, -3.4914], [-1.2194, 0.6698, -3.4549], [-4.6762, -2.6980, 1.0191], [-2.0106, -1.3067, -6.0438], [0.3590, 3.4772, 8.2736], [5.0598, -3.0457, -2.1040], [1.9557, -3.4796, 0.9459], [0.7519, 0.7789, 2.0246], [-4.0863, 2.1020, -4.4522], [7.0426, -3.5178, -1.4438], [3.9086, -3.4786, -2.7836], [-1.5827, 3.3550, -0.4420], [8.6246, -5.6722, -3.6780], [-1.9637, 4.1248, -4.6378], [1.0268, -0.1667, 2.9662], [2.3301, -3.4798, 5.9905], [-2.2432, 1.5266, 1.4760], [6.1677, -3.8640, -1.9801], [5.0623, -2.0553, -1.6686], [-5.3997, -0.3875, 0.4924], [-1.3640, 1.7008, 3.5232], [-1.1926, 2.8679, 5.3048], [-4.4167, -1.4383, 0.3633], [5.0324, -6.5754, -3.6571], [-2.6895, 4.5390, -3.9482], [2.5484, -2.4783, -0.4002], [-2.9623, 5.4833, 6.4224], [-3.9634, 0.2672, -6.1234], [-1.4569, 4.0817, 1.6955], [-0.8670, 1.8828, 4.4035], [3.9279, -4.7672, -3.3416], [-5.6100, -0.1876, 1.5461], [8.3461, -4.8243, -4.4797], [3.0472, -5.1173, -3.8632], [-2.2155, 4.7003, 6.3866], [5.0375, -5.5823, -3.2253], [0.1854, 1.1968, 4.9352], [-0.2090, 1.0037, 1.9726], [-1.7071, 2.3175, -1.3326], [-2.2764, 2.5831, -2.4498], [2.7514, -2.6522, -2.8601], [-0.2847, -0.9647, -4.2577], [-3.3293, 5.7331, -4.2475], [0.8004, 0.0011, 4.3295], [-3.2605, 1.4035, -4.4478], [2.5587, -3.2137, 3.0758], [1.8134, -2.1240, 4.7657], [10.0265, -6.9511, -4.6330], [-4.1066, 3.8834, -0.9530], [-2.9637, 3.8654, -2.7606], [-6.3346, -0.6566, -0.0063], [0.5680, 1.6595, 6.1020], [-5.0026, 0.5266, 0.0538], [-2.1094, -0.4935, -5.3379], [-1.3091, 4.5672, 7.4512], [-4.7674, 7.1875, -3.5985], [-3.0982, 6.2535, -5.1682], [-3.8421, -3.3672, 0.8263], [-2.8781, 3.9492, 4.4762], [3.5400, -2.6623, 1.0805], [10.0279, -7.1241, -2.8623], [-1.2211, 3.8065, 2.6353], [1.8761, -1.4160, 1.1819], [6.1641, -5.1374, -2.5408], [-4.5493, 5.5873, -2.1841], [-1.3752, 5.2531, 8.2864], [-1.1467, -0.3083, -4.3533], [-3.9004, 4.4019, -1.8803], [-5.5973, -3.1438, 0.6344], [-4.2635, 6.2577, -3.3659], [9.9411, -6.4182, -3.6859], [-0.3394, 3.5841, 7.4539], [7.5639, -6.1967, -2.3489], [-2.3270, -2.0130, -0.3486], [-0.2823, 2.7198, 6.3607], [1.0166, -0.8425, 6.2872], [-3.1682, -0.1960, -0.6727], [-1.7021, 3.0485, 0.8093]]
}

What is the formula in the second record? C40H36BBrIN13O2S4Sr